# 1
Density functional theory data (wB97M-V/def2-TZVPD) for a 4-piece molecular cluster, C4H12NO overall at a distorted geometry.

Total charge: +1
Relative energy (zero: lowest compared OMol25 entry of this formula, charge and spin), kcal per mole: 307.5
DFT total energy, Eh: -288.88489
Kohn-Sham gap, eV: 6.6

Geometry (Å):
C1 -1.089 -1.021 -1.226
C2 -1.481 -0.429 0.112
C3 -0.428 0.057 1.068
C4 -0.134 1.607 1.501
N1 -0.164 -0.192 -2.111
H1 -0.450 -1.946 -1.127
H2 -1.921 -1.150 -1.955
H3 -2.104 0.375 -0.269
H4 -1.941 -1.348 0.458
H5 0.412 -0.552 1.440
H6 0.412 1.676 2.495
H7 -0.603 2.429 0.793
H8 0.420 0.165 -1.313
H9 1.440 -1.114 -0.317
H10 -0.815 0.758 -2.009
H11 1.120 0.650 0.648
H12 2.128 -0.521 1.193
O1 2.730 0.080 0.751

Atomic partial charges in e from the natural (NBO) method, atoms 1 to 8: atom 1 (C): -0.232, atom 2 (C): -0.561, atom 3 (C): -0.107, atom 4 (C): -0.279, atom 5 (N): -0.709, atom 6 (H): 0.193, atom 7 (H): 0.258, atom 8 (H): 0.254

# 2
Density functional theory data (wB97M-V/def2-TZVPD) for a 2-piece molecular cluster, C4H12NO overall at a distorted geometry.

Total charge: +1
Relative energy (zero: lowest compared OMol25 entry of this formula, charge and spin), kcal per mole: 38.6
DFT total energy, Eh: -289.31339
Kohn-Sham gap, eV: 11.1

Geometry (Å):
C1 1.545 1.033 -0.768
C2 1.394 0.290 0.649
C3 0.028 -0.388 0.973
C4 -0.578 -0.536 2.172
N1 -0.437 -1.123 -0.254
H1 2.566 1.400 -0.658
H2 0.823 1.845 -0.682
H3 1.412 0.353 -1.673
H4 1.496 1.029 1.420
H5 2.207 -0.378 0.617
H6 -0.083 0.013 3.031
H7 -1.478 -0.981 2.446
H8 0.367 -1.642 -0.640
H9 -1.165 -1.856 -0.103
H10 -0.688 -0.469 -0.957
H11 -2.588 1.129 -1.382
H12 -2.644 -0.019 -2.537
O1 -2.177 0.299 -1.656

Atomic partial charges in e from the natural (NBO) method, atoms 1 to 8: atom 1 (C): -0.614, atom 2 (C): -0.450, atom 3 (C): 0.137, atom 4 (C): -0.353, atom 5 (N): -0.709, atom 6 (H): 0.247, atom 7 (H): 0.221, atom 8 (H): 0.202

# 3
Density functional theory data (wB97M-V/def2-TZVPD) for a 2-piece molecular cluster, C4H12NO overall at a distorted geometry.

Total charge: +1
Relative energy (zero: lowest compared OMol25 entry of this formula, charge and spin), kcal per mole: 9.5
DFT total energy, Eh: -289.35972
Kohn-Sham gap, eV: 11.3

Geometry (Å):
C1 -0.496 -1.702 -1.194
N1 -0.045 -0.412 -1.880
C2 0.539 0.477 -0.779
C3 -0.229 0.069 0.443
C4 -0.317 -1.456 0.306
H1 -1.546 -1.875 -1.431
H2 0.069 -2.509 -1.631
H3 -0.860 0.025 -2.304
H4 0.640 -0.629 -2.598
H5 0.510 1.514 -1.136
H6 1.572 0.179 -0.711
H7 0.336 0.342 1.322
H8 -1.177 0.597 0.542
H9 -1.191 -1.821 0.852
H10 0.595 -1.906 0.683
H11 -0.111 2.259 3.375
H12 1.345 2.429 3.044
O1 0.473 2.431 2.622

Atomic partial charges in e from the natural (NBO) method, atoms 1 to 8: atom 1 (C): -0.227, atom 2 (N): -0.506, atom 3 (C): -0.208, atom 4 (C): -0.441, atom 5 (C): -0.427, atom 6 (H): 0.232, atom 7 (H): 0.234, atom 8 (H): 0.436

# 4
Density functional theory data (wB97M-V/def2-TZVPD) for an isolated ion of composition C4H12NO and charge +2 at a distorted geometry.

Total charge: +2
Relative energy (zero: lowest compared OMol25 entry of this formula, charge and spin), kcal per mole: 64.3
DFT total energy, Eh: -288.75646
Kohn-Sham gap (alpha / beta), eV: 12.9 / 5.8
Spin multiplicity: 2

Geometry (Å):
O1 1.284 1.993 0.356
C1 -0.139 1.974 0.517
C2 -0.558 1.160 -0.846
N1 -0.534 -0.432 -0.753
C3 0.346 -0.919 0.372
C4 0.177 -2.414 0.507
H1 1.537 2.820 -0.123
H2 -0.361 1.276 1.364
H3 -0.803 2.854 0.563
H4 -1.463 1.586 -1.292
H5 0.241 1.421 -1.596
H6 -0.083 -0.717 -1.612
H7 -1.486 -0.770 -0.686
H8 1.380 -0.637 0.256
H9 -0.124 -0.666 1.375
H10 1.034 -2.857 1.037
H11 -0.691 -2.814 1.028
H12 0.241 -2.857 -0.467

Atomic partial charges in e from the natural (NBO) method, atoms 1 to 8: atom 1 (O): -0.185, atom 2 (C): -0.129, atom 3 (C): -0.192, atom 4 (N): -0.499, atom 5 (C): -0.269, atom 6 (C): -0.658, atom 7 (H): 0.549, atom 8 (H): 0.291

# 5
Density functional theory data (wB97M-V/def2-TZVPD) for a 2-piece molecular cluster, C4H12NO2 overall at a distorted geometry.

Total charge: -1
Relative energy (zero: lowest compared OMol25 entry of this formula, charge and spin), kcal per mole: 14.9
DFT total energy, Eh: -364.83171
Kohn-Sham gap, eV: 8.3

Geometry (Å):
C1 -0.902 -2.270 0.187
N1 -0.724 -0.904 -0.124
C2 0.673 -0.633 -0.510
C3 0.777 0.688 -1.262
C4 0.214 1.877 -0.528
O1 0.807 2.275 0.689
H1 -0.502 -2.988 -0.534
H2 -0.471 -2.615 1.171
H3 -1.940 -2.592 0.362
H4 -0.654 -0.336 0.786
H5 1.345 -0.668 0.354
H6 1.062 -1.377 -1.226
H7 0.322 0.589 -2.247
H8 1.854 0.912 -1.369
H9 -0.881 1.770 -0.408
H10 0.237 2.784 -1.162
H11 0.370 1.645 1.367
H12 -1.175 1.147 2.400
O2 -0.410 0.696 2.051

Atomic partial charges in e from the natural (NBO) method, atoms 1 to 8: atom 1 (C): -0.397, atom 2 (N): -0.715, atom 3 (C): -0.220, atom 4 (C): -0.422, atom 5 (C): -0.063, atom 6 (O): -0.808, atom 7 (H): 0.161, atom 8 (H): 0.145

# 6
Density functional theory data (wB97M-V/def2-TZVPD) for a 2-piece molecular cluster, C4H12NO2 overall at a distorted geometry.

Total charge: -1
Relative energy (zero: lowest compared OMol25 entry of this formula, charge and spin), kcal per mole: 50.3
DFT total energy, Eh: -364.77537
Kohn-Sham gap, eV: 6.8

Geometry (Å):
C1 -1.763 1.423 -0.168
C2 -1.167 1.395 1.179
N1 -0.437 0.171 1.399
C3 0.855 0.148 0.696
C4 1.315 -1.409 0.348
O1 0.700 -1.747 -0.677
H1 -1.164 0.952 -0.991
H2 -2.743 0.953 -0.269
H3 -1.980 2.436 -0.671
H4 -1.954 1.630 1.971
H5 -0.280 2.146 1.289
H6 -0.956 -0.735 1.164
H7 0.969 0.552 -0.304
H8 1.676 0.597 1.267
H9 0.997 -2.152 1.167
H10 2.359 -1.307 0.331
H11 1.662 -1.227 -2.201
H12 0.637 -2.188 -2.528
O2 1.274 -1.636 -3.003

Atomic partial charges in e from the natural (NBO) method, atoms 1 to 8: atom 1 (C): -0.647, atom 2 (C): -0.220, atom 3 (N): -0.656, atom 4 (C): -0.295, atom 5 (C): 0.047, atom 6 (O): -0.951, atom 7 (H): 0.238, atom 8 (H): 0.194